Molecular formula: C5H13N2P
Method: DFT, ωB97M-V/def2-TZVPD

Element x y z (Å)
C -2.429 0.714 -0.645
C -2.474 -0.801 -0.427
C -1.379 1.189 0.363
C -1.020 -1.200 -0.137
C -0.383 0.075 0.325
N 1.907 -0.576 0.452
N 0.899 0.244 0.505
P 4.100 0.107 -0.299
H -2.091 0.937 -1.657
H -3.399 1.185 -0.493
H -3.102 -1.028 0.435
H -2.877 -1.328 -1.290
H -0.947 2.156 0.107
H -1.830 1.269 1.358
H -0.960 -1.986 0.620
H -0.517 -1.573 -1.035
H 4.439 -0.755 0.720
H 1.625 -1.511 0.157
H 1.209 1.183 0.760
H 5.427 0.556 -0.392
H 3.803 1.144 0.572

Calculated values
Charge: 0
HOMO level in eV: -7.2
Orbital gap in eV: 8.04

Results of the natural (NBO) charge analysis, in e, for atoms 1 through 8: atom 1 (C): -0.389, atom 2 (C): -0.393, atom 3 (C): -0.440, atom 4 (C): -0.465, atom 5 (C): 0.147, atom 6 (N): -0.646, atom 7 (N): -0.181, atom 8 (P): 0.087